The following is a quantum chemistry calculation of a 2-piece molecular cluster, C13H25N3O5 overall, from the Open Molecules 2025 dataset.

Last column: natural (NBO) charge in e.
Cartesian coordinates (Å):
C 1.2266 -0.6716 -1.9016  0.090
C 1.2782 0.7511 5.3581  -0.418
O -0.5034 -0.2922 -0.2183  -0.781
H -1.2688 1.2979 2.2152  0.237
C -3.1648 2.4359 4.4227  -0.715
C -1.8209 3.1376 4.3990  0.672
O -1.6990 4.2369 4.9134  -0.622
H -3.9035 3.1108 4.8536  0.251
N 1.5275 0.5361 3.9306  -0.591
H 1.8476 0.2349 -3.7466  0.230
C -0.7491 1.2343 3.1720  -0.315
H 0.1684 0.0281 0.4356  0.507
H -1.4988 0.0556 -4.5611  0.357
H -2.6244 -1.8850 -3.0649  0.204
C 0.6722 0.7100 2.9164  0.682
O 1.2068 -1.9741 -1.3022  -0.754
N -0.7303 0.0393 -3.8912  -0.633
H 3.7360 -2.2773 -5.2826  0.471
H 3.4371 -1.6075 -3.0601  0.163
H 0.0761 3.0904 3.8324  0.409
C -1.2275 -0.3072 -2.5558  -0.064
H 2.0463 0.2458 5.9466  0.221
C -0.6445 -2.2661 -3.8582  -0.433
H -1.4446 -2.3495 -1.8250  0.215
H 0.4397 -1.0589 -5.2936  0.223
H 2.4417 0.2019 3.6623  0.415
H -1.2252 -2.5970 -4.7247  0.203
C -0.1021 0.0479 -1.5610  0.073
H -2.1223 0.2660 -2.2894  0.209
H -0.0255 -3.1021 -3.5219  0.218
C -1.5817 -1.7809 -2.7493  -0.433
H -1.2671 0.5064 3.7965  0.215
H -3.0969 1.5388 5.0340  0.223
H 2.2276 -2.7899 -3.5715  0.172
H 2.0432 -0.1031 -1.4439  0.164
H 0.3035 0.3528 5.6462  0.206
H 0.0651 1.1280 -1.6307  0.181
H 1.3121 1.8178 5.5892  0.206
H 0.5300 -1.9554 -0.5972  0.490
C 0.1994 -1.0447 -4.2242  -0.062
C 1.4875 -0.7481 -3.4270  -0.261
C 2.5910 -1.7708 -3.7353  -0.052
N -0.7752 2.5496 3.8237  -0.615
H -3.4632 2.1795 3.4081  0.226
O 1.0354 0.4761 1.7678  -0.648
O 3.0393 -1.6284 -5.0866  -0.739

Cartesian forces (eV/Å) of the 6 atoms listed first:
-0.31 -0.23 0.14
-0.08 0.21 -0.26
0.17 0.04 -0.63
0.24 -0.30 -0.08
0.34 0.08 -0.19
-1.37 1.12 1.00

The relative energy (zero: lowest compared OMol25 entry of this formula, charge and spin) is 106.0 kJ/mol. Its total charge is 0.

***

The following is a quantum chemistry calculation of C13H25NO5Rb as an isolated structure, from the Open Molecules 2025 dataset.

Last column: Mulliken charge in e.
Cartesian coordinates (Å):
H 2.4632 1.4254 2.9190  0.365
H 2.4317 3.3684 -0.8867  0.363
C 2.0267 2.2940 0.9155  1.458
H -0.8939 -0.4444 1.3107  0.517
C 0.8688 0.0667 0.1869  1.236
O -4.4081 0.3254 1.9883  -0.706
H 0.7497 3.1562 2.5057  0.407
H -4.2347 -2.1452 -2.4991  0.309
H 2.3472 3.9078 2.3842  0.402
H 1.9604 -1.6601 0.8705  0.418
H -0.9597 -4.6332 -2.2445  0.426
H -0.1696 -3.4911 -1.2040  0.257
C 3.1192 0.0175 1.3415  -0.736
C 2.9776 2.7439 -0.1795  -1.754
H -6.0212 -0.2766 1.1283  0.287
C 1.5026 3.5269 1.8101  -1.730
H 3.2868 1.9374 -0.8444  0.345
H 0.7886 0.5079 -1.8705  0.183
H 2.4066 0.0908 -1.3645  0.417
H -1.2053 -0.3579 -0.4198  -0.415
C 1.7792 -0.6443 1.2218  -1.236
H -1.7526 -4.3051 -0.8238  0.383
H -0.5091 -1.7509 0.3308  0.252
O -1.5255 -1.6294 -2.5866  -0.453
C -4.6592 0.5706 0.8070  0.630
O -3.9037 1.2664 0.0727  -0.715
H 1.3472 -0.7736 2.2142  0.393
H -3.5839 -3.7960 -2.9444  0.344
C -1.1488 -3.7948 -1.5742  -1.257
H 3.6726 0.1567 0.4128  0.291
C 1.3582 -0.1850 -1.2513  -1.445
C 2.8652 1.4086 1.9060  -1.303
H 3.8386 1.8511 2.1179  0.509
O -0.0838 2.2755 -0.4371  -0.843
C -0.4735 -0.6615 0.3288  -0.918
C -3.5285 -2.9427 -2.2684  -1.211
N 0.8307 1.5184 0.4094  0.447
H 3.8386 -0.4724 1.9977  0.393
O -5.7210 -0.0365 0.2486  -0.450
H 1.3683 -1.2122 -1.6158  0.274
Rb -2.1761 1.1555 -2.3547  0.894
H -3.7603 -3.2804 -1.2583  0.332
C -1.9868 -2.6884 -2.2163  0.962
H 3.8415 3.2937 0.1940  0.364
H 1.0363 4.3169 1.2214  0.316

Cartesian forces (eV/Å) of the 6 atoms listed first:
-0.76 -0.53 -0.07
-0.16 0.39 0.15
-1.07 -0.58 1.23
-0.23 0.49 -0.02
0.69 -0.50 -0.24
-1.09 -0.56 1.38

The relative energy (zero: lowest compared OMol25 entry of this formula, charge and spin) is 230.9 kJ/mol. Its total charge is -1.

***

The following is a quantum chemistry calculation of a 2-piece molecular cluster, C13H25NO5S3 overall, from the Open Molecules 2025 dataset.

Last column: natural (NBO) charge in e.
Cartesian coordinates (Å):
C -4.0241 1.7434 -0.2590  -0.247
H 2.1800 -2.2756 -3.0386  0.190
H -0.3806 -0.9969 2.0034  0.230
C 0.1965 -0.3088 1.3858  -0.536
O -4.9932 -0.2315 -1.1621  -0.518
C 3.3261 -0.9164 -0.1862  -0.242
H -3.1973 -1.0646 -1.6949  0.166
H 1.3346 -2.4254 -1.5220  0.165
H 4.3284 -0.6881 0.1555  0.246
C 3.4408 -2.0754 -1.2266  -0.423
H 4.1566 3.0966 -0.8954  -0.033
H -4.8392 1.8469 0.4609  0.206
S 3.5014 2.4881 0.1247  2.048
H 2.0006 2.0518 -1.6163  0.262
H 3.3809 -3.0533 -0.7519  0.218
C 2.7984 0.1306 -1.1641  0.099
O -2.6713 -0.9561 3.6583  -0.944
O 2.7911 3.5068 0.8417  -0.931
H -3.5013 -0.8372 1.3166  0.207
H -2.0881 -0.9067 0.2989  0.214
H 1.4367 1.4756 -0.0657  0.278
N -2.9420 1.0089 0.4170  -0.505
S -0.4996 1.3704 1.5565  0.217
O 1.8069 -0.4963 -1.9583  -0.538
H -2.6702 -0.2528 2.9980  0.474
C 2.1453 -1.8848 -2.0221  -0.072
H 0.0859 -0.6350 0.3500  0.220
C 2.4398 -1.4208 0.9579  -0.402
H 1.7223 -2.1591 0.5977  0.195
H 3.1035 -1.9573 1.6381  0.221
C -3.0855 -0.4773 0.3768  -0.248
H 1.7268 -0.6881 2.8386  0.218
H -4.2018 -2.0143 -0.5930  0.204
H -3.3578 -0.7003 4.2810  0.472
H 4.3383 -1.9589 -1.8280  0.211
H 3.6652 0.3263 -1.8224  0.162
S -1.1272 2.0481 -1.2618  0.034
O 4.4407 1.6660 0.8309  -0.946
C 2.3047 1.4994 -0.7252  -0.718
C -4.5437 1.0721 -1.5050  -0.095
C 1.6772 -0.3742 1.7956  -0.413
C -1.6380 1.4438 0.1496  -0.083
H 2.1483 0.6067 1.7594  0.217
H -3.6862 2.7521 -0.4925  0.223
H -5.3952 1.6225 -1.9014  0.199
H -3.7680 1.0045 -2.2727  0.182
C -3.8666 -1.0052 -0.8278  -0.083

Cartesian forces (eV/Å) of the 6 atoms listed first:
0.00 0.23 0.14
0.13 0.39 -0.19
-0.04 0.00 -0.01
0.17 -0.18 -0.06
0.02 -0.07 -0.06
-0.18 -1.20 -0.77

Its total charge is 0.

***

The following is a quantum chemistry calculation of a single C13H26BCl2NO5 molecule, from the Open Molecules 2025 dataset.

Last column: natural (NBO) charge in e.
Cartesian coordinates (Å):
O -0.7615 2.7194 0.1421  -0.742
H 0.1524 0.3210 -2.1315  0.169
H 3.5979 0.9110 4.2490  0.237
H -1.5237 -1.8400 -4.3870  0.186
H -3.8264 -1.8224 -3.0376  0.223
H 2.3026 -0.6273 -0.9199  0.241
H -0.1971 -5.4651 0.9310  0.180
H 2.2271 3.2743 0.0748  0.499
H 1.0177 -0.9504 -3.2151  0.183
C 0.9607 0.7973 1.2047  -0.259
H -0.2327 -3.3147 1.5993  0.219
C 2.5673 1.0641 4.7781  -0.693
C 0.4166 -0.8204 -2.1918  -0.063
C -1.6234 -1.0430 -3.5230  -0.068
H -0.5286 1.3221 2.8672  0.255
C -0.4028 -2.7599 0.5563  0.085
O 1.6894 2.7223 -0.5838  -0.968
H -3.7009 -0.3774 -4.2409  0.212
H 2.4994 0.5873 5.8579  0.246
H 1.8825 -2.4006 -1.4077  0.269
C 0.6497 1.3488 2.7533  -0.507
H -0.5622 5.4975 -0.2195  0.227
C 0.7333 -1.5325 0.4719  0.321
C -1.0032 3.3545 -1.1628  -0.075
C 1.2866 0.4067 3.9296  0.314
H 0.0119 -1.0492 3.6813  0.337
H 2.0953 0.5993 1.0075  0.230
Cl 2.1296 -2.1669 1.5819  -0.094
Cl -2.1512 -2.1506 0.5605  -0.060
H 0.9470 2.4970 2.8666  0.223
N 0.8409 -0.8435 4.3111  -0.623
H -0.4847 -5.9605 -0.8688  0.214
H -1.1918 0.0139 -3.8216  0.173
H 0.5517 4.9796 -1.7064  0.223
H -0.5304 2.7012 -2.0265  0.184
H 2.2737 2.2130 4.9187  0.212
C -3.2260 -0.8400 -3.2477  -0.647
C 1.3951 -1.3844 -1.0144  -0.496
H -2.1847 3.3548 -1.3343  0.193
B 0.5811 2.1156 0.2356  1.218
O -0.8489 -1.5455 -2.3777  -0.577
H -1.8301 -4.9949 0.0592  0.196
H -3.4472 -0.0649 -2.3783  0.220
C -0.6707 -5.1045 -0.0860  -0.280
O 0.0640 -0.3418 0.9993  -0.545
C -0.5489 4.9395 -1.2479  -0.661
O -0.1180 -3.7985 -0.4759  -0.551
H -1.2787 5.4589 -2.0309  0.219

Cartesian forces (eV/Å) of the 6 atoms listed first:
3.34 -1.39 -1.15
0.67 -1.92 0.34
-2.05 0.33 1.05
0.00 1.79 1.50
1.45 1.76 -0.28
-1.97 -1.42 -0.24

Its total charge is 0.

***

Short version: lowest unoccupied orbital energy = 0.35; 1.80; -0.46; 0.21 eV, in the order given.
Short version: HOMO = -8.594; -1.962; -8.380; -9.575 eV, in the order given.
Short version: DFT total energy = -28594.809; -26268.658; -58117.041; -51345.684 eV, in the order given.